No. 1
Density functional theory data (wB97M-V/def2-TZVPD) for a 2-piece molecular cluster, C5H11 overall.

Values from the calculation:
- expectation value of S² = 0.75
- LUMO level (spin up / spin down) (eV) = 1.23 / 0.68
- frontier orbital gap (spin up / spin down) (eV) = 9.02 / 10.75
- strongest force on any atom (eV/A) = 0.86
- spin multiplicity = 2
- total energy (a.u.) = -196.9940
- E_HOMO (spin up / spin down) (eV) = -7.79 / -10.07
- total charge = 0

Each line ends with the Mulliken charge.
Element x y z (Å)
C -0.578 -0.006 1.751  -0.48
C 0.763 -0.006 1.784  -0.41
H -1.150 0.927 1.794  0.24
H -1.149 -0.939 1.793  0.21
H 1.336 -0.939 1.794  0.22
H 1.336 0.928 1.795  0.22
C -3.092 -1.405 -2.161  -1.21
C -2.589 0.023 -1.835  0.07
C -1.122 0.052 -1.716  -1.00
H -4.185 -1.426 -2.213  0.34
H -2.703 -1.743 -3.127  0.33
H -2.777 -2.114 -1.388  0.32
H -2.952 0.724 -2.611  0.28
H -3.017 0.354 -0.871  0.21
H -0.617 0.996 -1.533  0.35
H -0.565 -0.857 -1.933  0.33



No. 2
Density functional theory data (wB97M-V/def2-TZVPD) for an isolated molecule of C4H6INS at a distorted geometry.

Values from the calculation:
- LUMO level (eV) = 0.26
- frontier orbital gap (eV) = 8.04
- strongest force on any atom (eV/A) = 6.13
- total energy (a.u.) = -906.5031
- E_HOMO (eV) = -7.78
- total charge = 0
- structure (SMILES) = C[S@]12=N[C@H]1C=2CI

Each line ends with the Mulliken charge.
Element x y z (Å)
C -1.300 1.978 -0.483  -0.28
C 0.128 1.241 -0.445  0.06
C -0.643 -1.364 0.441  -0.78
C 1.454 1.496 -1.014  -0.98
N -2.087 0.930 -0.355  -0.41
S -0.967 -0.143 -0.870  0.29
I 1.635 1.710 -3.215  -0.10
H -1.720 2.917 -0.428  0.45
H -0.548 -0.873 1.430  0.29
H 0.314 -1.851 0.156  0.30
H -1.537 -2.100 0.388  0.31
H 1.997 0.639 -0.806  0.39
H 1.959 2.357 -0.664  0.46



No. 3
Density functional theory data (wB97M-V/def2-TZVPD) for an isolated molecule of C3H4O3 at a distorted geometry.

Values from the calculation:
- LUMO level (spin up / spin down) (eV) = -0.53 / -0.79
- frontier orbital gap (spin up / spin down) (eV) = 9.33 / 8.34
- strongest force on any atom (eV/A) = 4.90
- total energy (a.u.) = -342.0767
- E_HOMO (spin up / spin down) (eV) = -9.85 / -9.13
- total charge = 0

Each line ends with the Mulliken charge.
Element x y z (Å)
C 0.283 -0.613 -1.669  -0.44
C -0.140 0.270 -0.838  0.50
C -0.186 0.295 0.726  -1.01
O -1.300 0.772 -3.315  -0.28
O -1.086 1.342 -1.220  -0.17
O -0.984 1.717 -2.516  0.12
H 0.478 -1.232 -2.583  0.34
H -1.173 0.385 0.882  0.37
H 0.358 1.278 0.967  0.27
H 0.135 -0.701 1.127  0.30



No. 4
Density functional theory data (wB97M-V/def2-TZVPD) for a 5-piece molecular cluster, C5H22N2O5 overall at a distorted geometry.

Values from the calculation:
- LUMO level (eV) = -6.28
- frontier orbital gap (eV) = 10.55
- strongest force on any atom (eV/A) = 6.24
- total energy (a.u.) = -688.7797
- E_HOMO (eV) = -16.84
- total charge = +2

Each line ends with the Mulliken charge.
Element x y z (Å)
C 1.098 -0.850 1.621  -0.72
O 0.480 -0.575 2.799  -0.57
C 0.148 -0.571 0.447  0.15
C 0.661 -1.248 -0.862  -0.79
C 0.315 -0.486 -2.099  0.35
C -0.620 -0.888 -3.059  -1.05
N 1.149 0.736 -2.195  -0.15
N -1.283 -0.996 0.962  -0.07
H 1.261 -1.956 1.673  0.39
H 1.998 -0.226 1.394  0.32
H 0.544 0.340 3.051  0.36
H 0.157 0.572 0.436  0.19
H 0.158 -2.316 -1.008  0.44
H 1.759 -1.573 -0.754  0.22
H -1.110 -1.911 -2.949  0.26
H -0.752 -0.215 -3.936  0.35
H 0.578 1.559 -2.101  0.42
H 1.655 0.797 -3.202  0.47
H 1.963 0.787 -1.474  0.27
H -1.291 -2.050 0.880  0.41
H -1.329 -0.624 1.918  0.45
H -2.056 -0.515 0.330  0.34
H -3.931 -0.625 -1.098  0.28
H -3.211 0.307 -2.004  0.25
O -3.147 -0.131 -1.249  -0.57
H -2.833 2.098 1.742  0.28
H -3.728 0.868 1.956  0.29
O -2.842 1.128 1.758  -0.55
H 3.662 -0.647 -0.447  0.35
H 4.019 0.654 0.275  0.31
O 3.297 0.286 -0.243  -0.69
H 1.787 2.979 2.503  0.30
H 0.334 2.963 2.380  0.31
O 1.112 2.330 2.554  -0.61